Entry 1:
22
Properties=species:S:1:pos:R:3:lowdin_charge:R:1 method="wB97M-V/def2-TZVPD" e_lumo_ev=0.654 e_homo_ev=-6.600 orbital_gap_ha=0.2666
N 1.743 -0.429 1.068 0.0820
N -0.710 0.923 1.858 -0.0280
N -0.227 -0.655 -2.077 0.1554
N 2.389 -0.023 -1.207 0.0827
N 1.314 -0.061 -0.252 -0.2412
C -2.101 1.887 0.085 -0.1432
C -0.532 -1.894 -0.015 -0.0512
C -0.889 1.169 0.609 -0.3800
C 0.038 -0.786 -0.848 -0.4031
H -1.519 -2.122 -0.412 0.0888
H -1.785 2.686 -0.594 0.0553
H -2.726 2.325 0.879 0.0539
H -1.459 1.296 2.469 0.0244
H 0.987 -0.058 1.694 0.0463
H 0.821 0.925 -0.105 0.1338
H 1.768 -1.445 1.111 0.0801
H 0.089 -2.793 -0.108 0.0851
H -2.711 1.203 -0.513 0.0584
H 0.334 0.065 -2.529 0.0591
H -0.639 -1.620 1.031 0.0593
H 2.636 -0.984 -1.432 0.0902
H 3.178 0.389 -0.714 0.0919

Entry 2:
47
Properties=species:S:1:pos:R:3:mulliken_spin:R:1 method="wB97M-V/def2-TZVPD" charge=-1 e_lumo_ev="1.755 / 0.021" s_squared=6.0302 spin_multiplicity=5 e_homo_ev="-3.828 / -5.639" orbital_gap_ha="0.2052 / 0.2080"
Sb 4.468 0.590 1.392 -0.0524
Rh 0.975 -0.088 -0.770 1.0104
Se 3.619 -0.338 3.436 0.0600
Se 3.149 -0.876 -0.310 0.8319
Se 6.733 0.622 0.661 0.1864
Se 3.944 2.929 0.830 0.8656
Cl -4.628 0.839 -2.335 0.0001
O 0.170 -2.480 -1.300 0.1307
O -1.477 2.653 -5.264 -0.0001
O -3.613 2.198 -4.890 0.0001
O -0.559 -4.238 -0.120 0.0284
O 1.232 1.870 3.019 0.0002
O 0.779 2.003 -4.317 -0.0013
O 1.533 0.880 -2.537 0.0024
O 0.882 1.721 0.845 0.0645
N -0.903 0.531 -1.598 0.0453
N 0.281 -0.909 0.949 0.4126
N -2.211 0.366 -1.361 0.0080
C -0.137 -2.947 -0.202 0.0322
C -3.543 -2.303 0.807 0.0119
C -0.421 -2.811 2.266 -0.0362
C -3.126 -0.344 2.145 0.0042
C -0.099 -2.235 1.033 0.2264
C -0.368 -2.071 3.420 0.1497
C -0.786 1.154 -2.755 0.0008
C 0.381 -0.200 2.108 0.0504
C 0.848 1.188 1.937 -0.0517
C -2.691 0.340 1.021 0.0015
C -2.933 0.888 -2.377 -0.0012
C -2.057 1.421 -3.307 -0.0062
C -2.451 2.116 -4.566 -0.0009
C 0.621 1.386 -3.254 -0.0186
C -2.682 -0.317 -0.199 -0.0050
C 0.049 -0.723 3.326 0.0228
C -3.558 -1.659 2.035 0.0064
C -3.096 -1.633 -0.321 -0.0187
H -3.114 0.147 3.110 -0.0033
H -0.617 -2.510 4.376 0.0199
H -0.567 2.523 -4.834 0.0002
H -3.857 -3.336 0.730 0.0012
H 0.123 -0.106 4.210 0.0030
H -0.715 -3.853 2.284 0.0054
H -3.890 -2.191 2.918 0.0179
H -2.331 1.360 1.082 -0.0084
H -3.048 -2.123 -1.286 0.0007
H 1.866 1.307 3.513 0.0024
H -0.491 -4.585 -1.016 0.0005

Entry 3:
13
Properties=species:S:1:pos:R:3:lowdin_charge:R:1 method="wB97M-V/def2-TZVPD" e_lumo_ev=1.164 e_homo_ev=-8.943 orbital_gap_ha=0.3714
N -1.727 0.136 0.061 0.0552
C -0.604 1.032 0.367 -0.2628
C 1.183 -0.053 -0.682 -0.0902
C -0.621 -0.376 0.852 -0.2755
C 0.572 1.126 -0.555 -0.0560
C 0.469 -1.138 0.098 -0.1438
H 0.018 -1.867 -0.592 0.1141
H 0.897 2.057 -1.009 0.0980
H 1.129 -1.708 0.760 0.1075
H -1.680 -0.225 -0.890 0.0985
H 2.069 -0.245 -1.279 0.0973
H -0.878 1.886 0.980 0.1273
H -0.827 -0.623 1.890 0.1304

Entry 4:
164
Properties=species:S:1:pos:R:3:lowdin_charge:R:1 method="wB97M-V/def2-TZVPD" e_lumo_ev=0.148 e_homo_ev=-7.934 orbital_gap_ha=0.2970
Zn -4.138 1.005 1.546 0.8677
O 3.439 3.092 2.131 -0.2101
O -8.200 3.048 1.011 -0.1991
O 2.449 -2.436 1.897 -0.1950
O 4.810 -0.487 -1.152 -0.2252
O 4.017 5.948 -1.904 -0.2232
O -3.727 2.534 2.858 -0.3678
O 0.624 -6.743 -7.216 -0.1971
O -2.875 2.898 -0.044 -0.2539
O -1.014 -2.139 -5.372 -0.2074
O 0.750 0.320 5.888 -0.2353
O -5.578 -4.055 3.541 -0.1768
O -2.040 -4.039 1.114 -0.1718
O 7.325 0.949 -5.216 -0.2119
O -2.780 -0.365 0.927 -0.3135
N 4.774 1.285 -3.338 -0.0493
N 2.519 3.755 -0.395 -0.0199
N 2.740 -1.369 5.200 -0.0537
N 0.152 -3.137 -7.761 -0.0669
N -2.820 -2.935 3.709 -0.0477
N -5.446 1.582 0.033 -0.0942
C 2.850 5.222 -2.492 -0.1387
C -0.865 0.280 2.126 -0.0778
C -3.438 2.543 -1.302 -0.1954
C -4.892 2.500 5.081 -0.1096
C 5.154 6.241 -2.718 -0.1033
C -9.010 2.678 2.022 -0.1779
C -0.560 0.879 5.772 -0.1171
C -3.640 2.819 4.274 -0.3882
C 1.542 3.650 0.755 -0.1805
C -3.767 -2.738 4.731 -0.2497
C 5.870 0.189 -0.530 -0.1186
C 1.966 4.792 -1.287 -0.2107
C 2.713 -2.353 0.480 -0.0643
C -6.832 3.338 1.452 -0.1125
C -6.653 -4.890 3.711 -0.1590
C -1.980 -4.191 3.633 -0.1478
C 3.569 0.269 -1.448 -0.1451
C -0.983 -1.610 -3.980 -0.0523
C 0.857 -0.826 6.821 -0.1679
C -0.805 -0.105 -0.359 -0.0262
C -1.369 -0.462 1.049 -0.5867
C 2.094 2.767 1.863 -0.2085
C -4.636 1.529 -1.218 -0.1435
C 3.478 -2.294 2.811 -0.2365
C 1.548 -7.735 -6.816 -0.1288
C -4.881 -3.781 4.787 -0.1964
C 1.183 -5.434 -7.590 -0.1750
C -1.122 -4.083 0.041 -0.1407
C 3.990 1.600 -2.140 -0.2331
C 2.227 -1.466 6.598 -0.2050
C -1.061 -1.283 -6.551 -0.1886
C 5.617 2.354 -3.854 -0.1782
C 3.063 -2.609 4.314 -0.1126
C -2.093 4.097 0.056 -0.0590
C 8.562 1.659 -5.185 -0.1044
C -1.075 -2.356 -7.690 -0.2364
C -1.180 -4.265 2.342 -0.1655
C -5.884 2.973 0.168 -0.1598
C 4.191 2.233 2.915 -0.1092
C -0.052 -4.598 -7.907 -0.1921
C 6.206 1.855 -5.231 -0.1886
H -1.881 -1.068 -3.684 0.0662
H -2.715 -4.982 3.784 0.1090
H -9.257 3.505 2.688 0.0957
H 0.581 3.241 0.443 0.0933
H -2.318 -2.068 3.838 0.0840
H -8.751 1.711 2.453 0.0949
H 3.892 -3.240 4.634 0.0962
H 1.625 5.670 -0.738 0.1094
H 0.408 -3.020 -6.791 0.0791
H -5.730 3.028 4.627 0.0605
H 6.389 2.635 -5.969 0.1059
H -4.778 2.792 6.125 0.0669
H -6.589 2.855 2.399 0.0901
H 3.850 2.308 3.947 0.0889
H 5.038 3.260 -4.031 0.0881
H -4.245 -1.789 4.486 0.1186
H 1.128 -8.334 -6.008 0.0797
H -1.975 -2.929 -7.470 0.1069
H 8.529 2.359 -6.020 0.0782
H 3.270 4.120 0.172 0.0956
H -9.970 2.467 1.552 0.0884
H 5.469 1.211 -5.712 0.1170
H -5.052 3.578 0.529 0.1011
H -7.536 -4.252 3.694 0.0911
H -4.507 -4.747 5.124 0.1098
H -1.354 1.208 2.422 0.0814
H -6.519 -5.538 4.578 0.0804
H 2.443 -7.293 -6.380 0.0796
H -1.256 0.097 5.468 0.0711
H -1.284 -4.199 4.472 0.1073
H 2.848 0.387 -0.639 0.0963
H 5.162 5.627 -3.619 0.0720
H -1.065 -2.439 -3.277 0.0735
H 0.233 -0.415 -0.478 0.0500
H -0.343 -0.491 -6.759 0.1146
H -3.549 3.890 4.460 0.0953
H 2.358 5.946 -3.142 0.1162
H 1.944 -5.465 -8.370 0.1198
H -0.714 -5.093 0.001 0.0815
H 2.081 1.724 1.547 0.1016
H 3.010 -0.282 -2.204 0.1201
H -1.543 4.282 0.979 0.0943
H 1.030 4.390 -1.675 0.1045
H 9.392 1.022 -5.490 0.0839
H -0.425 -3.486 2.447 0.1008
H 3.127 -3.288 0.103 0.0939
H -5.176 1.662 -2.155 0.1247
H 6.494 0.514 -1.362 0.0784
H 6.302 2.744 -3.100 0.1077
H 5.196 2.651 2.975 0.0913
H 2.987 -0.929 7.165 0.0975
H -4.912 1.416 5.193 0.0597
H 5.002 7.302 -2.915 0.0803
H -6.721 4.398 1.679 0.1205
H -0.356 -3.319 0.173 0.0660
H 1.844 -8.477 -7.558 0.0782
H 5.201 0.400 -3.109 0.0987
H -6.390 1.240 -0.082 0.1304
H 4.522 2.240 -1.436 0.0920
H 0.700 -0.364 7.795 0.1170
H -6.381 3.252 -0.761 0.1332
H 3.046 2.144 -2.176 0.0857
H 4.214 -3.070 2.600 0.1088
H -0.543 1.697 5.052 0.0769
H 8.610 2.054 -4.170 0.0868
H -0.921 1.260 6.727 0.0824
H 2.526 -0.449 4.844 0.0827
H 6.534 -0.435 0.068 0.0886
H 4.002 -1.338 2.797 0.1056
H 6.090 6.185 -2.161 0.0815
H -4.255 0.508 -1.175 0.1041
H -1.277 -1.905 -8.662 0.1084
H 1.328 4.628 1.186 0.1143
H -1.436 -0.574 -1.113 0.0608
H -1.190 -1.529 1.183 0.1016
H 4.211 1.222 2.509 0.0762
H -1.013 -0.426 2.944 0.0677
H -2.659 2.191 -1.979 0.1182
H -1.980 -0.740 -6.770 0.1051
H 5.631 1.063 0.076 0.0839
H -2.861 4.850 -0.124 0.0892
H -1.398 4.181 -0.779 0.0741
H -0.589 -5.177 2.265 0.1151
H 3.410 -1.562 0.207 0.0505
H -1.641 -4.011 -0.915 0.0835
H 1.742 -5.033 -6.745 0.1121
H 2.248 -2.420 7.126 0.1127
H -3.703 3.420 -1.892 0.1136
H -0.125 -0.959 -3.814 0.0800
H -0.916 -4.776 -7.267 0.1139
H 0.225 0.307 2.122 0.0830
H -5.586 -3.351 5.498 0.1169
H 1.837 -2.082 -0.110 0.0657
H 3.113 4.306 -3.022 0.0908
H 1.574 2.814 2.820 0.1257
H -6.749 -5.707 2.997 0.0828
H -0.326 -4.836 -8.935 0.1176
H 0.062 -1.537 6.597 0.1070
H 2.132 -3.175 4.262 0.0960
H -2.810 2.252 4.693 0.0719
H -0.880 0.978 -0.463 0.0598
H -3.318 -2.696 5.724 0.1138

What did the second record say?
47
Properties=species:S:1:pos:R:3:mulliken_spin:R:1 method="wB97M-V/def2-TZVPD" charge=-1 e_lumo_ev="1.755 / 0.021" s_squared=6.0302 spin_multiplicity=5 e_homo_ev="-3.828 / -5.639" orbital_gap_ha="0.2052 / 0.2080"
Sb 4.468 0.590 1.392 -0.0524
Rh 0.975 -0.088 -0.770 1.0104
Se 3.619 -0.338 3.436 0.0600
Se 3.149 -0.876 -0.310 0.8319
Se 6.733 0.622 0.661 0.1864
Se 3.944 2.929 0.830 0.8656
Cl -4.628 0.839 -2.335 0.0001
O 0.170 -2.480 -1.300 0.1307
O -1.477 2.653 -5.264 -0.0001
O -3.613 2.198 -4.890 0.0001
O -0.559 -4.238 -0.120 0.0284
O 1.232 1.870 3.019 0.0002
O 0.779 2.003 -4.317 -0.0013
O 1.533 0.880 -2.537 0.0024
O 0.882 1.721 0.845 0.0645
N -0.903 0.531 -1.598 0.0453
N 0.281 -0.909 0.949 0.4126
N -2.211 0.366 -1.361 0.0080
C -0.137 -2.947 -0.202 0.0322
C -3.543 -2.303 0.807 0.0119
C -0.421 -2.811 2.266 -0.0362
C -3.126 -0.344 2.145 0.0042
C -0.099 -2.235 1.033 0.2264
C -0.368 -2.071 3.420 0.1497
C -0.786 1.154 -2.755 0.0008
C 0.381 -0.200 2.108 0.0504
C 0.848 1.188 1.937 -0.0517
C -2.691 0.340 1.021 0.0015
C -2.933 0.888 -2.377 -0.0012
C -2.057 1.421 -3.307 -0.0062
C -2.451 2.116 -4.566 -0.0009
C 0.621 1.386 -3.254 -0.0186
C -2.682 -0.317 -0.199 -0.0050
C 0.049 -0.723 3.326 0.0228
C -3.558 -1.659 2.035 0.0064
C -3.096 -1.633 -0.321 -0.0187
H -3.114 0.147 3.110 -0.0033
H -0.617 -2.510 4.376 0.0199
H -0.567 2.523 -4.834 0.0002
H -3.857 -3.336 0.730 0.0012
H 0.123 -0.106 4.210 0.0030
H -0.715 -3.853 2.284 0.0054
H -3.890 -2.191 2.918 0.0179
H -2.331 1.360 1.082 -0.0084
H -3.048 -2.123 -1.286 0.0007
H 1.866 1.307 3.513 0.0024
H -0.491 -4.585 -1.016 0.0005